Molecular formula: C7H11BrS
Method: DFT, ωB97M-V/def2-TZVPD

Structure (XYZ):
```
20
Properties=species:S:1:pos:R:3:forces:R:3:nbo_charge:R:1
Br -1.262531 3.045747 1.893637 0.02 0.15 -0.04 0.11
S 0.423568 -0.971676 0.719680 -1.45 0.79 -0.31 0.23
C -0.350480 0.341683 1.650342 2.31 0.29 -0.05 -0.31
C 0.617245 0.380504 -1.720085 1.61 -1.78 0.48 -0.08
C -0.214549 -0.644827 -1.022474 1.31 0.77 -0.02 -0.36
C -0.535134 1.536276 1.132367 -0.59 -0.35 0.12 -0.06
C 2.029731 -0.177446 -1.911484 1.40 1.98 -1.84 -0.70
C -0.148047 0.014691 3.123388 -4.05 -0.16 -2.03 -0.61
C -1.692215 -0.533269 -1.137560 0.71 3.60 1.81 -0.62
H 0.589281 -0.683099 3.184634 1.86 -2.23 0.49 0.22
H 0.086776 0.815727 3.702400 0.63 2.55 1.49 0.22
H 0.251280 1.126622 -2.392454 -0.47 0.30 -0.06 0.19
H 2.463459 -0.465469 -0.959058 -0.23 -0.74 0.01 0.23
H -1.980812 0.518797 -0.702885 0.11 -2.25 -0.35 0.22
H 2.850164 0.585648 -2.272084 -1.87 -1.06 0.36 0.22
H -2.146432 -0.566544 -2.064708 -0.14 0.05 -2.51 0.22
H -1.141396 -0.358839 3.430211 0.62 -0.27 0.40 0.23
H -2.057103 -1.360879 -0.660234 -1.58 -1.64 1.92 0.22
H 2.032655 -0.993411 -2.721116 0.02 0.81 1.38 0.22
H 0.184540 -1.610237 -1.272516 -0.22 -0.80 -1.24 0.22
```
Positions in Å, forces in eV/Å.

strongest force on any atom	4.54	eV Å⁻¹
spin multiplicity	1
energy relative to the best compared isomer or geometry (same formula, charge and spin)	108.18	kcal/mol
frontier orbital gap (alpha / beta)	8.5 / 7.1	eV
LUMO (alpha / beta)	0.215 / -0.768	eV


Molecular formula: C7H11BrS2Si
Method: DFT, ωB97M-V/def2-TZVPD

Structure (XYZ):
```
22
Properties=species:S:1:pos:R:3:forces:R:3:nbo_charge:R:1
Br -3.701002 -1.811454 0.142613 0.56 0.85 -0.01 0.05
S -0.667091 -0.662604 1.533561 1.08 -0.52 -0.24 -0.09
S -1.405674 2.021808 0.148099 -0.69 -1.42 -0.38 0.41
Si 1.266693 -0.620333 0.361439 0.30 0.91 1.07 1.50
C 2.085505 1.025725 0.886392 2.65 -1.21 -2.86 -1.11
C -3.646080 0.975653 -0.606556 -0.93 0.37 -1.34 -0.30
C -2.894332 -0.053610 -0.014417 -0.69 -1.43 0.85 -0.11
C -2.908924 2.106348 -0.728680 0.04 2.50 -0.61 -0.39
C 2.495580 -1.919336 0.918529 -0.47 -0.12 0.76 -1.13
C 0.924000 -0.693208 -1.473467 1.38 2.22 2.43 -1.09
C -1.691380 0.283905 0.510784 0.14 1.34 -0.44 -0.41
H -4.681224 0.832251 -0.996840 1.18 0.15 0.26 0.25
H 0.928873 0.302396 -1.852099 -0.31 0.89 -0.32 0.25
H 2.700847 1.490233 0.000281 -1.53 -0.55 1.41 0.23
H 0.066919 -1.162234 -1.686935 -3.46 -1.65 -0.82 0.24
H 2.862064 0.909846 1.630659 0.06 -0.46 0.43 0.24
H 3.501489 -1.542030 0.752137 0.12 -0.17 -0.84 0.25
H -3.131812 3.094698 -1.314902 0.22 -2.18 1.42 0.25
H 2.253768 -2.875916 0.493284 0.42 -0.46 -0.75 0.24
H 2.582439 -2.173506 1.970049 -0.62 0.40 0.53 0.25
H 1.676125 -1.181286 -1.963132 2.23 -1.45 -1.19 0.24
H 1.383208 1.652649 1.289194 -1.67 2.00 0.63 0.23
```
Positions in Å, forces in eV/Å.

SMILES string	C[Si](C)(C)Sc1sccc1Br
strongest force on any atom	4.08	eV Å⁻¹
spin multiplicity	1
energy relative to the best compared isomer or geometry (same formula, charge and spin)	0.00	kcal/mol
frontier orbital gap	9.1	eV
LUMO	0.614	eV


Molecular formula: C7H11ClO3Si
Method: DFT, ωB97M-V/def2-TZVPD

Structure (XYZ):
```
23
Properties=species:S:1:pos:R:3:forces:R:3:nbo_charge:R:1
Cl 0.062395 0.406886 -3.225831 0.06 0.13 -0.59 -0.31
Si -0.158889 0.003290 -1.277693 -0.21 -0.04 1.20 1.15
O 1.091376 -1.617326 0.545152 -0.13 0.07 0.07 -0.55
O -2.886490 -0.133031 -1.515897 -0.02 0.08 -0.05 -0.51
O 0.707633 2.542636 -0.702280 0.06 0.12 0.01 -0.52
C 0.034800 1.418915 1.303973 0.20 0.32 0.19 -0.53
C 0.535749 2.623599 2.087757 -0.10 -0.10 -0.11 -0.60
C 1.068649 -1.352515 -0.637381 0.09 -0.02 -0.42 0.25
C -2.164212 -1.539282 0.265769 -0.19 0.05 0.02 -0.73
C -1.969404 -0.568710 -0.862027 0.16 0.00 -0.17 0.25
C 1.973643 -2.012754 -1.633025 0.11 -0.16 0.23 -0.73
C 0.259074 1.552743 -0.178371 -0.10 -0.29 -0.34 0.27
H 0.338246 2.495039 3.148634 0.00 0.01 0.08 0.21
H 0.529396 0.499642 1.630544 -0.12 -0.09 -0.02 0.25
H -1.885708 -2.527348 -0.098271 0.09 -0.16 0.01 0.24
H 1.375564 -2.465123 -2.421056 -0.05 -0.03 -0.17 0.24
H 2.598939 -1.251771 -2.095703 0.07 0.09 -0.14 0.24
H 2.597093 -2.764039 -1.153934 0.01 -0.03 0.05 0.23
H 0.040398 3.527693 1.742807 0.03 0.10 0.02 0.22
H -1.039223 1.278591 1.455754 -0.08 -0.13 0.00 0.23
H -1.509364 -1.305951 1.099631 0.12 -0.03 0.14 0.24
H 1.605513 2.748213 1.941630 0.07 0.07 0.02 0.22
H -3.205177 -1.559396 0.579817 -0.06 0.03 -0.02 0.24
```
Positions in Å, forces in eV/Å.

SMILES string	CCC(=O)[Si](Cl)(C(C)=O)C(C)=O
strongest force on any atom	1.22	eV Å⁻¹
spin multiplicity	1
energy relative to the best compared isomer or geometry (same formula, charge and spin)	0.00	kcal/mol
frontier orbital gap	9.2	eV
LUMO	0.100	eV


Molecular formula: C7H11F3Si
Method: DFT, ωB97M-V/def2-TZVPD

Structure (XYZ):
```
22
Properties=species:S:1:pos:R:3:forces:R:3:nbo_charge:R:1
Si -2.937987 0.975196 -1.637342 0.36 -0.78 1.19 2.36
F -2.389848 -0.059347 -2.707128 -0.10 0.40 -0.44 -0.65
F -4.500056 0.710987 -1.582136 -0.34 0.39 -0.43 -0.65
F -2.645306 2.472598 -2.037693 -0.24 0.03 -0.34 -0.64
C -1.741087 -0.655918 0.450656 0.11 -2.49 -0.42 -0.47
C 1.047227 0.729523 -0.194164 -0.63 0.01 0.74 -0.08
C 2.427160 1.107442 0.299721 0.20 -0.55 -1.89 -0.65
C 0.194997 1.606105 -0.647865 -0.87 -2.59 0.60 -0.13
C 0.706110 -0.765899 -0.025562 0.17 1.70 1.17 -0.41
C -0.643801 -1.173633 -0.583376 0.56 2.41 4.20 -0.40
C -2.319930 0.574903 0.026678 -0.37 2.86 -0.18 -0.67
H 2.404663 1.609319 1.231607 -0.01 -0.33 1.46 0.23
H 2.852136 1.887661 -0.324838 0.19 -0.12 -0.49 0.22
H -2.755382 1.199255 0.836822 0.46 -0.15 -0.61 0.22
H 1.533977 -1.198948 -0.559351 0.32 -0.94 -0.01 0.21
H -0.009068 2.601713 -0.755452 -0.11 2.25 -0.38 0.18
H 3.029570 0.179931 0.193254 0.12 0.86 0.71 0.21
H -1.351985 -0.574767 1.520413 -0.60 -0.58 -1.39 0.21
H -0.622239 -2.184785 -0.473382 -0.41 -3.04 -0.82 0.21
H -0.790674 -0.696699 -1.492756 -0.29 -0.04 -1.84 0.23
H -2.607121 -1.414863 0.314544 1.17 0.63 0.97 0.23
H 0.749567 -0.994110 1.108405 0.30 0.07 -1.79 0.21
```
Positions in Å, forces in eV/Å.

strongest force on any atom	4.87	eV Å⁻¹
spin multiplicity	1
energy relative to the best compared isomer or geometry (same formula, charge and spin)	68.44	kcal/mol
frontier orbital gap (alpha / beta)	8.4 / 8.4	eV
LUMO (alpha / beta)	0.000 / 0.205	eV


Molecular formula: C7H11FN2
Method: DFT, ωB97M-V/def2-TZVPD

Structure (XYZ):
```
21
Properties=species:S:1:pos:R:3:forces:R:3:nbo_charge:R:1
F 1.221053 2.358101 0.110495 -0.75 0.24 0.11 -0.37
N -0.066970 0.948926 1.268893 -0.98 -0.44 1.52 -0.44
N 1.477713 0.216593 -0.433693 -0.34 0.54 -0.22 -0.45
C -0.571296 1.385161 -1.091692 -2.56 0.12 -0.83 -0.23
C -1.302696 0.695734 1.436209 1.06 0.53 0.56 0.18
C -1.912509 1.087023 -0.943144 4.43 0.15 -1.04 -0.15
C -2.356375 0.681256 0.388152 2.44 -1.78 -0.84 -0.54
C 0.429174 1.191061 0.000807 2.68 0.23 -1.73 0.54
C 0.882881 -1.063861 -0.723019 -0.59 0.36 -1.62 -0.44
C 2.643223 0.085251 0.480254 -1.15 -0.67 -0.58 -0.43
H -0.179401 1.786300 -2.038852 -0.11 -0.48 0.46 0.23
H 3.352432 0.928167 0.377544 -0.99 -0.02 0.98 0.23
H 0.170419 -0.813392 -1.576297 0.47 -0.95 1.18 0.21
H -2.850160 -0.247919 0.320457 -0.88 -1.17 0.34 0.24
H 1.703061 -1.651677 -1.209817 -0.98 -0.19 0.93 0.22
H -2.551244 0.986348 -1.816391 -0.13 0.49 0.27 0.22
H 2.106981 -0.252172 1.391567 1.56 0.85 0.62 0.20
H 3.261599 -0.755179 0.145776 -0.41 -0.12 -0.17 0.19
H -1.595401 0.666319 2.497496 -0.24 -0.45 -0.47 0.19
H -2.977162 1.409565 0.653369 -3.42 2.76 1.58 0.24
H 0.313344 -1.509484 0.161868 0.89 -0.03 -1.06 0.17
```
Positions in Å, forces in eV/Å.

SMILES string	CN(C)[C@@]1(F)C=CCC=N1
strongest force on any atom	4.67	eV Å⁻¹
spin multiplicity	1
energy relative to the best compared isomer or geometry (same formula, charge and spin)	14.12	kcal/mol
frontier orbital gap	9.4	eV
LUMO	0.830	eV


Molecular formula: C7H11FeN3OS5Sb
Method: DFT, ωB97M-V/def2-TZVPD

Structure (XYZ):
```
29
Properties=species:S:1:pos:R:3:forces:R:3:mulliken_spin:R:1
Sb -0.981486 2.136679 2.635921 0.02 0.05 0.01 -0.01
Fe -0.099300 -0.298917 0.867875 -0.04 -0.18 -0.03 4.02
S -3.108401 2.312805 3.296248 0.19 0.02 -0.04 0.02
S -0.130237 -0.133182 3.052843 0.04 0.00 0.05 0.43
S 0.767465 3.533883 2.934815 -0.19 -0.01 0.05 0.03
S -0.965691 1.643645 0.179914 -0.05 -0.07 -0.06 0.31
S -1.153942 -2.302562 0.118445 0.01 0.17 -0.15 0.11
O 1.793111 -0.442575 0.301767 -0.05 0.02 -0.02 0.07
N 2.423664 1.718108 0.675638 0.06 -0.03 0.00 0.01
N -2.600687 -0.627183 -1.404390 -0.04 0.07 0.11 0.00
N 3.720764 -0.049890 1.390983 -0.04 -0.02 -0.01 0.01
C 2.616771 0.398951 0.786678 0.03 0.09 0.12 -0.01
C -2.053735 -1.853533 -1.280780 -0.06 -0.06 0.07 0.01
C -3.616250 -1.084010 -3.473982 0.02 0.00 0.01 0.01
C 4.698482 0.804618 2.036768 0.02 0.01 0.00 0.00
C -3.344936 -0.223196 -2.452566 -0.01 0.00 -0.04 0.00
C -2.318733 -2.759508 -2.322987 0.03 -0.03 0.04 0.01
C -3.087685 -2.380876 -3.393462 -0.01 0.02 -0.01 0.00
H 2.791350 2.333773 1.386957 0.00 0.01 0.00 0.00
H -1.896794 -3.750689 -2.250862 0.00 0.00 -0.01 0.00
H 4.302548 1.259195 2.947517 -0.01 0.00 -0.01 0.00
H 5.567431 0.205580 2.293592 0.00 0.00 0.01 0.00
H 5.020105 1.589296 1.352153 0.00 -0.01 0.00 0.00
H -3.689599 0.799916 -2.410875 -0.01 -0.01 0.01 0.00
H -3.283128 -3.089921 -4.187111 0.00 0.00 0.00 0.00
H 1.509768 2.006290 0.343215 0.00 -0.03 -0.03 0.00
H -4.215988 -0.764826 -4.311845 0.00 0.00 0.00 0.00
H 3.738889 -1.042769 1.550261 0.01 0.00 -0.02 0.00
H -2.403763 0.060898 -0.662729 0.08 -0.02 -0.06 -0.01
```
Positions in Å, forces in eV/Å.

strongest force on any atom	0.23	eV Å⁻¹
spin multiplicity	6
energy relative to the best compared isomer or geometry (same formula, charge and spin)	0.00	kcal/mol
frontier orbital gap (alpha / beta)	7.0 / 6.6	eV
LUMO (alpha / beta)	-0.896 / -1.298	eV